The following is a quantum chemistry calculation of a cluster of 2 separate species, C23H20BrF9N4O in total, from the OMol25 dataset.

ΔE to the lowest compared entry with this formula, charge and spin ... 0.0 kcal per mole
HOMO energy ... -8.4 eV
SMILES ... C=Cc1c(N)c([C@H](F)CC)c(Br)c2nc(-c3ccccn3)cnc12.FC(F)C(F)(F)COC(F)(F)C(F)F

Last column: Löwdin charge in e.
Atoms and positions in Å:
C  -3.255  5.588  -1.571  0.0220
C  -2.329  4.801  -2.094  -0.1369
C  -1.643  3.715  -1.356  -0.1111
C  -2.308  2.673  -0.739  -0.1883
N  -3.728  2.634  -0.826  0.0979
C  -1.576  1.639  -0.053  -0.1147
C  -2.391  0.500  0.539  -0.3264
F  -1.924  0.083  1.764  -0.0309
C  -2.568  -0.682  -0.409  -0.1694
C  -1.368  -1.616  -0.531  -0.1212
C  -0.203  1.734  -0.002  -0.4946
Br  0.889  0.471  0.904  0.8595
C  0.496  2.791  -0.637  -0.2423
N  1.859  2.826  -0.583  0.1701
C  2.434  3.826  -1.187  -0.2115
C  3.924  3.885  -1.166  -0.2490
C  4.639  3.084  -2.047  -0.0124
C  6.020  3.130  -1.991  -0.0652
C  6.622  3.967  -1.068  -0.0665
C  5.811  4.737  -0.254  -0.1346
N  4.478  4.717  -0.284  0.1319
C  1.694  4.828  -1.848  -0.0515
N  0.397  4.832  -1.930  0.1614
C  -0.225  3.780  -1.315  -0.1601
H  -3.627  5.452  -0.570  0.0610
H  -3.659  6.402  -2.150  0.0537
H  -2.035  4.982  -3.115  0.1002
H  -4.168  2.188  -0.041  0.0700
H  -4.064  2.257  -1.700  0.1038
H  -3.390  0.874  0.720  0.1173
H  -2.843  -0.318  -1.395  0.1163
H  -3.401  -1.265  -0.019  0.1121
H  -1.702  -2.560  -0.953  0.0739
H  -0.880  -1.779  0.418  0.0270
H  -0.607  -1.228  -1.203  0.0651
H  4.118  2.448  -2.743  0.1158
H  6.598  2.504  -2.653  0.1067
H  7.698  3.998  -1.024  0.1008
H  6.274  5.404  0.460  0.1044
H  2.233  5.644  -2.310  0.1221
F  -0.441  -7.273  3.377  0.0986
C  -1.668  -6.824  3.704  -0.3072
F  -2.479  -7.900  3.845  0.0962
C  -2.242  -5.916  2.614  -0.4409
F  -2.411  -6.617  1.472  0.1356
F  -3.481  -5.563  3.063  0.1020
C  -1.508  -4.597  2.316  -0.0384
O  -0.662  -4.559  1.178  0.0320
C  0.669  -4.906  1.270  -0.5378
F  1.049  -5.150  2.537  0.1521
F  1.390  -3.842  0.849  0.1413
C  1.010  -6.075  0.344  -0.2875
F  0.297  -7.166  0.681  0.1042
F  2.324  -6.366  0.473  0.1012
H  -1.619  -6.297  4.661  0.1729
H  -2.300  -3.891  2.069  0.1453
H  -1.017  -4.196  3.202  0.1484
H  0.795  -5.809  -0.693  0.1758



The following is a quantum chemistry calculation of a structure of composition C23H20Cl3FN10NiO4S, from the OMol25 dataset.

ΔE to the lowest compared entry with this formula, charge and spin ... 41.4 kcal per mole
Spin multiplicity ... 3
HOMO energy (spin up / spin down) ... -8.8 / -8.8 eV
<S²> ... 2.01

Last column: Löwdin charge in e.
Atoms and positions in Å:
Ni  -0.324  0.195  -0.105  0.5337
N  -1.251  -1.250  -1.325  0.0437
C  -2.636  -0.894  -1.541  -0.2066
C  -3.535  -1.701  -2.173  -0.0009
C  -4.871  -1.279  -2.354  -0.0550
C  -5.281  -0.057  -1.905  -0.0176
C  -4.370  0.801  -1.247  -0.1402
C  -4.711  2.083  -0.753  0.0119
C  -3.766  2.844  -0.131  -0.0182
C  -2.461  2.331  0.014  -0.0663
N  -2.119  1.147  -0.429  0.0570
C  -3.044  0.374  -1.063  -0.1477
H  -1.165  -2.105  -0.781  0.0960
H  -0.778  -1.425  -2.207  0.1071
H  -3.223  -2.672  -2.538  0.1229
H  -5.568  -1.937  -2.855  0.1113
H  -6.304  0.269  -2.044  0.1199
H  -5.725  2.444  -0.874  0.1250
H  -3.994  3.826  0.256  0.1141
H  -1.675  2.899  0.497  0.1198
F  4.470  3.000  5.919  0.0961
C  4.287  2.429  4.726  -0.1845
C  3.063  2.217  4.237  0.0643
N  2.875  1.616  3.010  0.0211
C  1.560  1.502  2.415  -0.0606
C  1.449  2.310  1.124  -0.6118
O  2.157  3.272  0.919  0.0893
O  0.533  1.889  0.294  -0.1716
C  3.927  1.202  2.235  -0.4446
O  3.771  0.673  1.146  0.0323
N  5.169  1.423  2.777  0.2310
C  5.483  2.037  3.991  -0.3917
O  6.627  2.194  4.344  0.1082
H  2.168  2.474  4.788  0.1317
H  0.828  1.878  3.128  0.1133
H  1.333  0.454  2.226  0.0911
H  5.952  1.110  2.220  0.1716
S  1.957  -1.026  -0.264  1.0611
C  2.959  -0.156  -1.485  -0.6182
N  3.809  -0.850  -2.131  -0.0462
C  4.642  -0.090  -3.065  -0.1909
C  5.016  1.252  -2.442  -0.1550
C  3.749  2.044  -2.163  -0.1504
N  2.725  1.159  -1.597  0.0509
H  4.702  -1.977  -1.324  -0.2663
H  4.098  0.062  -4.004  0.1225
H  5.523  -0.690  -3.287  0.1119
H  5.670  1.824  -3.099  0.1169
H  5.553  1.062  -1.511  0.1193
H  3.363  2.486  -3.084  0.1200
H  3.925  2.848  -1.448  0.1238
H  2.020  1.587  -1.010  0.0713
N  -0.809  -0.833  1.532  0.0828
C  -1.134  -0.547  2.624  -0.3387
N  -1.540  -0.284  3.802  0.0842
C  -0.706  0.349  4.618  -0.3857
N  -0.015  0.926  5.345  0.1159
Cl  2.270  -3.293  -4.599  0.6306
C  2.489  -3.759  -2.952  -1.1760
Cl  3.381  -5.178  -2.622  0.6544
Cl  5.544  -2.804  -0.674  0.2064
C  2.011  -2.995  -2.007  -0.3322
N  1.401  -2.391  -1.137  -0.2071



The following is a quantum chemistry calculation of a structure of composition C23H20Cl5N7O3S3Tl, from the OMol25 dataset.

ΔE to the lowest compared entry with this formula, charge and spin ... 0.0 kcal per mole
HOMO energy ... -11.3 eV
Net charge ... +1

Last column: Löwdin charge in e.
Atoms and positions in Å:
Tl  1.097  1.210  -1.270  0.6424
Cl  2.884  -0.822  -3.370  0.7186
C  2.879  0.857  -3.824  -0.6871
C  2.197  1.768  -3.038  -0.3401
C  2.204  3.104  -3.405  -0.6945
Cl  1.338  4.245  -2.436  0.7253
C  2.890  3.538  -4.537  -0.6953
Cl  2.892  5.192  -4.970  0.7403
C  3.579  2.604  -5.315  -0.6871
Cl  4.430  3.116  -6.704  0.7435
C  3.575  1.251  -4.963  -0.7000
Cl  4.416  0.106  -5.917  0.7309
C  -2.014  -0.004  -3.331  -0.0400
N  -2.398  -0.250  -1.963  -0.1441
C  -3.189  -1.425  -1.578  -0.0775
C  -3.553  -1.121  -0.118  -0.0818
N  -2.681  0.017  0.196  0.0825
C  -2.137  0.503  -0.884  -0.7133
S  -1.269  2.020  -0.951  0.7063
H  -1.272  -0.733  -3.674  0.0847
H  -1.603  0.999  -3.422  0.0621
H  -2.887  -0.083  -3.979  0.1036
H  -2.585  -2.330  -1.681  0.1015
H  -4.060  -1.519  -2.225  0.1319
H  -3.357  -1.933  0.577  0.1062
H  -4.592  -0.811  0.000  0.1395
H  -2.711  0.409  1.175  0.0929
O  -3.903  -0.983  4.560  -0.2827
S  -2.953  -0.660  3.544  0.4783
O  -3.300  0.489  2.696  -0.3554
O  -2.470  -1.781  2.732  -0.3721
C  -1.441  -0.113  4.383  -0.3445
N  -1.166  -0.548  5.603  0.1415
C  -0.005  -0.151  6.116  -0.0858
C  0.899  0.645  5.420  0.0229
C  0.505  1.024  4.151  -0.2255
N  -0.668  0.661  3.638  0.1690
C  1.292  1.758  3.126  -0.1286
C  2.519  1.309  2.656  -0.0031
C  2.884  1.647  1.365  -0.1791
N  2.132  2.433  0.580  -0.0421
C  1.092  3.067  1.152  -0.1779
C  0.633  2.751  2.407  0.0230
H  0.215  -0.488  7.122  0.1194
H  1.840  0.949  5.855  0.1185
H  3.105  0.585  3.208  0.1315
H  3.754  1.197  0.902  0.1238
H  0.559  3.773  0.529  0.0877
H  -0.299  3.165  2.766  0.1387
C  -0.043  -3.317  1.630  0.0156
N  -0.014  -3.172  0.168  -0.0862
C  -0.485  -4.110  -0.732  -0.0197
C  -0.235  -3.646  -1.974  -0.0499
N  0.377  -2.418  -1.812  0.0808
C  0.511  -2.142  -0.502  -0.6811
S  1.286  -0.805  0.266  0.7402
H  -0.150  -4.374  1.851  0.1060
H  -0.861  -2.733  2.058  0.0621
H  0.906  -2.968  2.030  0.0837
H  -0.944  -5.024  -0.401  0.1407
H  -0.428  -4.073  -2.941  0.1327
H  0.785  -1.852  -2.543  0.0662



The following is a quantum chemistry calculation of a structure of composition C23H20ClEuIP, from the OMol25 dataset.

Spin multiplicity ... 7
HOMO energy (spin up / spin down) ... -8.1 / -8.2 eV
<S²> ... 12.02

Last column: Löwdin charge in e.
Atoms and positions in Å:
C  -1.815  -2.218  3.091  -0.3040
C  -0.545  -1.582  2.944  -0.2594
C  -0.745  -0.181  3.159  -0.2611
H  0.387  -2.074  2.734  0.0984
C  -2.125  0.016  3.422  -0.2621
C  -2.785  -1.244  3.413  -0.1999
H  -3.839  -1.409  3.540  0.1203
H  -2.007  -3.263  2.922  0.0632
H  0.009  0.585  3.134  0.1116
H  -2.605  0.969  3.555  0.1059
Eu  -1.831  -0.804  1.362  0.8844
Cl  -3.370  0.783  0.522  0.0184
P  -0.290  -0.031  -0.133  0.8804
C  0.511  1.537  0.392  -0.3593
C  1.887  1.745  0.306  -0.0914
H  2.535  0.956  -0.048  0.1033
C  2.436  2.965  0.676  -0.0731
H  3.507  3.111  0.609  0.1059
C  1.619  3.992  1.124  -0.0774
H  2.049  4.943  1.410  0.1047
C  0.247  3.795  1.196  -0.0692
H  -0.399  4.595  1.534  0.1079
C  -0.306  2.577  0.835  -0.1097
H  -1.375  2.429  0.883  0.0392
C  1.091  -1.211  -0.330  -0.3470
C  1.908  -1.529  0.755  -0.1290
H  1.789  -1.005  1.694  0.0949
C  2.890  -2.498  0.636  -0.0706
H  3.525  -2.726  1.481  0.1079
C  3.058  -3.173  -0.567  -0.0733
H  3.822  -3.934  -0.659  0.1057
C  2.242  -2.870  -1.645  -0.0630
H  2.363  -3.395  -2.583  0.1086
C  1.263  -1.893  -1.531  -0.0693
H  0.627  -1.666  -2.373  0.1039
C  -0.790  0.338  -1.859  -0.3616
C  -0.053  1.255  -2.608  -0.0758
H  0.779  1.780  -2.162  0.1014
C  -0.387  1.507  -3.929  -0.0743
H  0.190  2.223  -4.500  0.1044
C  -1.463  0.852  -4.512  -0.0762
H  -1.726  1.052  -5.542  0.1045
C  -2.200  -0.057  -3.768  -0.0642
H  -3.044  -0.566  -4.213  0.1098
C  -1.870  -0.314  -2.445  -0.1322
H  -2.447  -1.020  -1.872  -0.0077
I  -2.720  -3.341  -0.052  -0.0739



Short version: maximum force = 0.0159; 0.0027; 0.0030; 0.2498 Eh/bohr, in the order given.